The following is a quantum chemistry calculation of a single C5H10N2O molecule, from the Open Molecules 2025 dataset.

E   -10373.2112 eV
Kohn-Sham gap   11.07 eV
Strongest force on any atom   3.04 eV/A
Energy relative to the best compared isomer or geometry (same formula, charge and spin)   2.094 eV
SMILES   CC[C@H](O)[C@@H](N)C#N
LUMO energy   0.0330 Ha

```
18
Properties=species:S:1:pos:R:3:forces:R:3
C 2.03905 -0.02544 1.00273 -0.16 -1.85 0.78
C 0.67593 -0.46826 0.46960 -0.52 -1.60 -1.43
C 0.14597 0.56380 -0.48430 -1.55 1.08 -2.17
O 0.32997 1.90925 -0.02452 0.37 -1.78 1.93
C -1.41441 0.31726 -0.82970 2.25 2.00 -0.41
N -1.43845 -0.84948 -1.63697 -1.91 -1.61 -1.28
C -2.06397 0.23712 0.46456 -0.10 -0.80 0.03
N -2.24732 -0.22104 1.49947 -0.74 0.31 0.74
H 2.05413 0.53936 1.90907 -0.76 0.84 0.63
H 2.78362 0.41497 0.39856 0.27 0.54 -1.45
H 2.48911 -0.91364 1.36889 0.72 -1.09 0.31
H -0.04696 -0.67071 1.29485 0.71 0.49 -0.41
H 0.60546 -1.49554 -0.15643 1.04 2.15 1.50
H 0.60387 0.56320 -1.50923 -0.13 -0.59 0.93
H 0.69706 1.64658 0.85996 -0.43 1.70 -0.76
H -1.67791 1.23530 -1.41678 -0.12 -0.98 0.51
H -1.14675 -1.72560 -1.19155 -0.07 0.77 0.15
H -2.38839 -1.05712 -2.01822 1.11 0.40 0.39
```
Forces are in eV/Å.